# 1
# C22H20ClFNO3

2 unconnected molecules or ions with the total composition C22H20ClFNO3 (ωB97M-V/def2-TZVPD, the OMol25 dataset).

The LUMO energy comes out at -5.27 eV. Its net charge is +1.

Element x y z (Å)
H 2.42289 2.94615 -0.49876
C 1.34913 0.75876 -3.66153
H 3.40241 1.16598 -4.49951
H -4.59837 -2.73749 5.13083
H 4.10922 2.58622 -2.44258
C -4.13647 -1.84180 2.50664
H 5.21881 0.68116 -0.78135
F -6.20293 -4.65308 2.85120
H 1.04918 0.14839 -4.54207
O -3.75192 -1.16387 -2.23264
H -3.64262 -1.75615 3.50787
C 5.97238 1.27108 -0.27175
H -5.83582 -2.09788 -1.05504
O -2.99177 0.70494 -1.22294
C 0.39281 0.95205 -2.56947
C 3.09007 2.14295 -2.49315
C 0.78824 1.75357 -1.40998
C -0.99497 0.23908 -2.71602
H 0.07141 1.90753 -0.57331
H 9.22320 2.18754 -0.55131
C -4.12208 -1.20595 0.08136
O -0.95103 -0.92458 -3.05260
C -3.49371 -1.11149 1.40098
C -3.57721 -0.53097 -1.22254
H 7.50630 0.83597 -1.71082
C 7.90071 2.79362 1.02830
H -5.62645 -4.26253 5.40093
H -3.03360 0.94333 -3.37347
C 6.61776 2.70064 1.55455
H 4.65423 1.86297 1.31747
H -4.20255 -4.38562 4.32910
H 8.65130 3.39048 1.53279
C 2.14533 2.33766 -1.39879
C 5.65461 1.93772 0.90552
H -6.80364 -3.29835 0.93685
Cl -2.02195 -0.13724 1.64572
C 8.22103 2.11975 -0.14403
H -6.92801 -2.96285 3.69482
C 7.25693 1.35971 -0.79518
C -2.35710 1.01935 -2.48127
H 6.36890 3.22317 2.47099
C 2.68748 1.34352 -3.66479
C -5.88137 -2.68362 1.09662
C -5.34218 -2.00576 -0.06396
C -5.91986 -3.38897 3.43491
N -5.26428 -2.60406 2.34705
H -2.06861 2.10881 -2.41733
C -5.00583 -3.66983 4.67171

***

# 2
# C22H20ClI2N2O2ReS2

A molecular structure, C22H20ClI2N2O2ReS2 (ωB97M-V/def2-TZVPD, the OMol25 dataset).

The LUMO energy (alpha / beta) comes out at -5.10 / -4.70 eV. As for the spin multiplicity: 2. Its net charge is +1.

Element x y z (Å)
C 1.53448 -0.65524 4.83569
C 2.03568 0.57126 4.42339
H -0.26652 2.98726 -0.34491
H 2.03968 2.01856 2.84389
H 0.15418 -2.22024 4.32699
C 0.60198 -1.28644 4.02689
C -0.10472 -0.17934 -3.74151
S 2.96278 1.74676 0.18659
H 6.38668 1.14856 -0.50221
O 0.67038 0.41986 -1.64051
N -0.74192 -0.93284 0.52979
H -1.16502 -2.85874 -0.22041
C -0.81472 -1.35034 1.94699
C -2.01202 1.79896 -0.39461
C -0.55862 -1.63554 -1.85091
H -1.65132 -0.54514 0.25779
I -2.29082 -3.55464 -5.35171
H -5.04482 0.39966 0.29479
C -3.09162 1.26166 0.32769
C -0.75462 2.20656 0.25029
H 6.63878 0.76646 1.22379
C -0.45672 -2.04264 -0.39831
H 0.55068 -2.42114 -0.18351
C -0.76562 -1.02284 -4.59961
C -1.20192 -2.48334 -2.73101
H 2.72848 1.12926 5.03239
C 0.03208 -0.44134 -2.35431
H -0.75582 -2.43884 2.02319
C -1.30602 -2.19244 -4.08491
C -4.23642 0.79746 -0.29971
C 1.65518 1.06806 3.19269
C 0.25428 -0.72144 2.81029
C 5.90308 1.05026 0.47179
I 0.78128 1.60866 -4.39851
C -4.33142 0.85816 -1.68051
H -3.37592 1.48466 -3.49231
H -0.86072 -0.78504 -5.64771
H -5.21692 0.49316 -2.17361
C 3.68638 0.20266 0.33149
C -2.16472 1.88206 -1.78471
H 5.42408 1.99256 0.74009
H -1.62152 -3.40784 -2.36641
Re 0.81728 0.64236 0.31729
N 0.82438 0.41696 2.36419
H -0.92472 2.57016 1.26619
H -1.37332 2.34296 -2.35591
H 1.84418 -1.10034 5.76729
C -3.29302 1.40856 -2.42051
O 4.96548 -0.01304 0.42709
Cl -3.01372 1.18366 2.06229
S 2.68588 -1.14234 0.38819
H -1.78222 -1.02614 2.34939

***

Question: net charge of number 2 (C22H20ClI2N2O2ReS2)?
Answer: +1